# 1
The following is a quantum chemistry calculation of a cluster of 2 separate species, C3H5NO2 in total in a non-equilibrium geometry, from the OMol25 dataset.

Cartesian coordinates (Å):
1 O -1.1575 -0.1230 0.3423
2 O 2.5511 0.4595 -0.2933
3 N 0.4849 -1.4290 1.4113
4 C -0.3595 -0.4876 1.3857
5 C 1.5467 -0.0543 -0.3823
6 C -0.8071 0.5657 -0.9683
7 H -0.0026 1.3166 -1.1463
8 H -0.6873 -0.1818 -1.7611
9 H -1.7283 1.1100 -1.0331
10 H -0.5021 0.1025 2.2991
11 H 0.4587 -1.9081 0.5098

Values from the calculation:
Spin multiplicity   1
E_LUMO   0.72 eV

Atom charges from the Mulliken analysis, given in e for atoms 1 to 4:
1. O -0.370
2. O -0.232
3. N -0.597
4. C 0.073

# 2
The following is a quantum chemistry calculation of a cluster of 13 separate species, C37H108N16O13 in total in a non-equilibrium geometry, from the OMol25 dataset.

Cartesian coordinates (Å):
1 O -3.6485 -5.4095 -9.3137
2 O -6.2984 -11.6752 4.6100
3 O 5.0191 -6.6747 1.3461
4 O 1.2099 9.9185 -5.3591
5 O -2.2052 7.0776 9.3415
6 O 7.1774 9.5526 6.1260
7 O -1.2871 0.4924 -5.6264
8 O -5.4139 -11.7180 -3.0247
9 O -1.0831 -0.2381 0.8503
10 O 9.4755 3.2848 -2.1328
11 O 6.6356 -1.8560 3.5201
12 O -6.2535 6.4838 1.6989
13 O 6.8897 -5.4567 -7.3220
14 N -3.5894 4.3902 9.1596
15 N 9.7016 4.2056 -4.1390
16 N 6.9304 6.4643 3.9873
17 N -3.2408 1.4381 -6.1728
18 N -8.4797 3.5905 2.9880
19 N 6.3543 -0.2200 2.0422
20 N 7.7140 3.7120 -3.4463
21 N -5.6493 -9.0822 5.2405
22 N 1.5722 1.5008 -0.4639
23 N 2.6459 8.8936 -3.0048
24 N 6.0869 0.1355 4.0743
25 N 4.5919 -2.8714 -5.7734
26 N -1.7363 -4.4918 -8.6342
27 N -1.5793 2.5800 -5.2351
28 N -4.1839 -14.6250 -4.7724
29 N -3.3199 -4.6821 -7.2455
30 C -2.1203 4.6645 9.2987
31 C -4.7900 -12.8728 -3.2779
32 C 1.3123 9.4557 -2.8506
33 C 6.0178 -6.2179 -8.1644
34 C -4.2655 -9.6135 3.3262
35 C 1.1180 10.0125 -1.4565
36 C 3.7071 -6.3556 0.9902
37 C -5.6975 -9.4692 3.8221
38 C 8.9710 3.8640 -3.1138
39 C -4.9640 -10.5490 -3.7040
40 C 5.6407 -2.7078 -7.8945
41 C -6.5119 -10.7216 3.5776
42 C 0.1638 0.1755 1.3729
43 C -6.2741 -13.6435 -5.2451
44 C 7.5469 8.3358 5.4693
45 C -7.4250 4.5958 3.0326
46 C -6.3712 7.4057 2.7404
47 C -1.1464 -1.3834 -0.0182
48 C 6.2677 -4.6285 -6.3297
49 C 6.3636 -0.7635 3.1904
50 C -2.0152 1.4459 -5.6805
51 C 5.1620 -3.7029 -6.8444
52 C 0.9009 1.4930 0.8479
53 C -2.9499 -4.8957 -8.4779
54 C -6.1297 3.8574 3.3482
55 C 8.2650 10.4604 6.3829
56 C 5.1261 7.3482 5.3996
57 C -1.4163 3.4417 8.6854
58 C 0.0376 9.3522 -5.9462
59 C 1.0213 10.4400 -4.0516
60 C -5.8314 -12.9479 4.1718
61 C -7.3351 5.4696 1.7263
62 C -4.8814 -13.3668 -4.7197
63 C -0.1289 2.6151 0.9166
64 C 6.4451 7.6735 4.6459
65 C -1.6694 5.9890 8.6298
66 C -2.2704 8.2772 8.5881
67 H 2.5199 8.0252 -2.5047
68 H 7.0677 3.2527 -2.8206
69 H -0.6678 2.5954 -4.8001
70 H 0.0178 0.1719 2.4531
71 H -6.2310 -8.7351 3.2184
72 H -6.1335 6.9405 3.6970
73 H -1.8627 3.1417 7.7373
74 H -6.4147 -11.1024 2.5609
75 H 7.8338 7.6116 6.2316
76 H -1.9192 6.0483 7.5705
77 H 4.5275 8.2043 5.7107
78 H -4.2730 -4.7112 -6.9126
79 H 7.9867 11.2305 7.1023
80 H -3.7245 -8.7030 3.5839
81 H -8.2639 5.9729 1.4576
82 H 1.5418 9.3881 -0.6700
83 H -1.3054 -4.6938 -9.5251
84 H -0.1735 8.4236 -5.4158
85 H 0.6128 8.6223 -2.9161
86 H 4.3427 -4.3252 -7.2043
87 H 0.0244 10.8739 -3.9736
88 H -4.3746 -12.6833 -5.4009
89 H -3.7617 2.3006 -6.2415
90 H -4.6871 -15.0644 -4.0148
91 H -2.1008 3.4363 -5.3573
92 H -6.5523 -13.4948 3.5640
93 H 9.1693 4.6743 -4.8581
94 H -4.7880 -12.9147 3.8584
95 H 4.6260 6.7057 4.6749
96 H 1.7534 1.7280 1.4851
97 H -8.6918 3.4852 3.9699
98 H -4.1328 5.2185 9.3564
99 H 3.4513 -6.9200 0.0935
100 H 7.3996 4.0766 -4.3341
101 H -4.6428 -15.0139 -5.5837
102 H -6.0696 3.2259 4.2346
103 H -5.4697 4.7208 3.4324
104 H 3.6215 -5.3036 0.7182
105 H 0.3085 3.5831 0.6722
106 H 6.1712 0.7683 1.9436
107 H -6.7733 -12.6749 -5.2207
108 H 5.9205 1.0929 3.7989
109 H -2.9307 8.1060 7.7379
110 H 8.5559 10.9690 5.4638
111 H -2.1409 -1.7489 -0.2742
112 H -0.5061 2.6148 1.9393
113 H -7.5779 5.2616 3.8820
114 H 6.0543 8.4349 3.9709
115 H 0.8352 -0.6715 1.2321
116 H -0.5744 -1.1445 -0.9147
117 H 10.6954 4.0547 -4.2381
118 H 0.3233 9.0905 -6.9651
119 H -5.3871 -10.5256 -4.7082
120 H 6.1346 -3.1863 -8.7402
121 H 7.0333 -4.0037 -5.8696
122 H -3.7774 -10.5225 3.6777
123 H -0.7739 10.0797 -5.9276
124 H -7.5530 -10.4090 3.6582
125 H -0.6665 -2.2081 0.5089
126 H -6.1924 -13.8219 -6.3173
127 H -6.8901 -14.3859 -4.7376
128 H 6.9792 -0.7001 1.4106
129 H 5.9769 -5.2077 -5.4533
130 H 5.2614 6.8456 6.3573
131 H 0.0644 10.2096 -1.2586
132 H 5.1493 -6.4636 -7.5534
133 H -3.7827 0.6165 -6.4001
134 H -5.9860 -9.9441 5.6453
135 H 5.5857 -5.9052 1.4383
136 H 5.3817 -2.3464 -5.4258
137 H 1.7742 11.2041 -3.8584
138 H -0.5849 6.0905 8.6697
139 H -2.7662 9.0673 9.1520
140 H 3.8460 -2.3913 -6.2563
141 H -5.6809 8.2439 2.6460
142 H -5.7995 3.1979 2.5456
143 H 7.2641 6.6497 3.0522
144 H 5.7548 -5.5048 -8.9458
145 H 2.1281 0.6576 -0.4737
146 H -4.9005 -13.6562 -2.5281
147 H 1.6726 10.9153 -1.2005
148 H -1.0076 2.4049 0.3068
149 H 9.0570 9.9488 6.9298
150 H -5.7987 -13.5143 5.1025
151 H 8.4126 8.4467 4.8163
152 H 4.8340 -2.1197 -8.3322
153 H -7.2245 4.7361 0.9277
154 H -0.3802 3.7228 8.4968
155 H -5.5259 -9.7163 -3.2807
156 H -7.3435 7.8717 2.9006
157 H 7.6749 6.0404 4.5220
158 H -1.9151 4.6431 10.3690
159 H -3.9106 -10.3207 -3.8658
160 H -9.3186 4.0343 2.6427
161 H -4.4063 -9.5811 2.2458
162 H 0.9001 1.2337 -1.1690
163 H 3.0147 -6.5106 1.8176
164 H -2.6126 -4.1788 -6.7292
165 H 6.1211 -0.1568 5.0405
166 H -6.4428 -8.4792 5.4041
167 H -1.1653 -3.9278 -8.0211
168 H -3.7106 -12.7527 -3.1860
169 H 2.7982 8.5706 -3.9495
170 H 6.4163 -7.0742 -8.7085
171 H 6.3896 -2.0849 -7.4054
172 H -1.3769 2.5338 9.2874
173 H -1.3525 8.6382 8.1242
174 H -3.9179 3.5987 9.6941

Values from the calculation:
Spin multiplicity   1
E_LUMO   0.07 eV

Atom charges from the Mulliken analysis, given in e for atoms 1 to 4:
1. O -0.646
2. O -0.390
3. O -0.505
4. O -0.346